Arrangement w

18
Properties=species:S:1:pos:R:3 method="wB97M-V/def2-TZVPD" smiles="C#C[C@H](O)/C(C)=[NH+]/C" charge=+1 spin_multiplicity=1 homo_ev=-14.31 orbital_gap_ha=0.3795
C -3.790 0.445 0.239
C -2.621 0.220 0.124
C -1.253 -0.338 -0.381
O -1.173 -1.745 -0.145
C 0.407 0.167 -0.079
C 0.721 1.590 -0.094
N 1.248 -0.787 0.052
C 2.627 -0.597 0.209
H -4.783 0.761 0.472
H -1.328 -0.194 -1.514
H -1.934 -2.136 0.312
H 0.352 2.005 0.800
H 0.202 1.987 -0.887
H 1.844 1.785 -0.018
H 0.697 -1.768 0.133
H 2.965 0.309 -0.447
H 2.756 -0.084 1.184
H 3.062 -1.618 0.038



Arrangement x

18
Properties=species:S:1:pos:R:3 method="wB97M-V/def2-TZVPD" charge=+1 spin_multiplicity=1 homo_ev=-14.55 orbital_gap_ha=0.3754
C -1.208 -2.167 0.354
C -0.255 -2.846 0.101
C -3.295 0.491 -0.028
C -0.046 -0.059 -1.015
C 0.286 1.412 0.895
C 2.124 0.617 -0.326
N 0.672 0.588 -0.205
O -4.418 0.609 0.096
H -1.938 -1.420 0.627
H 0.431 -3.485 -0.233
H 0.512 -0.353 -2.032
H -1.156 -0.038 -1.009
H 1.033 2.131 1.123
H -0.689 1.924 1.055
H 0.471 0.643 1.691
H 2.555 0.622 0.670
H 2.523 -0.237 -0.963
H 2.396 1.569 -0.803



Which of them is most stable, and which least? Most stable: arrangement w; least stable: arrangement x.



Arrangement w

18
Properties=species:S:1:pos:R:3 method="wB97M-V/def2-TZVPD" smiles=C#C[C@H](O)[N@H+]1C[C@@H]1C charge=+1 spin_multiplicity=1 homo_ev=-14.40 orbital_gap_ha=0.4136
C -2.337 -2.533 0.507
C -1.295 -1.987 0.702
C 0.232 -0.944 1.114
O 0.337 -0.765 2.443
N 0.155 0.323 0.372
C 1.431 1.026 0.173
C 0.687 0.509 -0.989
C -0.039 1.451 -1.902
H -3.217 -3.079 0.314
H 1.049 -1.555 0.731
H -0.502 -0.597 2.892
H -0.647 0.904 0.628
H 2.304 0.500 0.541
H 1.440 2.088 0.379
H 1.024 -0.411 -1.456
H -0.323 2.369 -1.393
H -0.923 0.986 -2.331
H 0.624 1.717 -2.724



Arrangement x

18
Properties=species:S:1:pos:R:3 method="wB97M-V/def2-TZVPD" smiles="CC(C)[N@H+]1C2=C[C@]21O" charge=+1 spin_multiplicity=1 homo_ev=-14.43 orbital_gap_ha=0.3796
C 1.092 -0.759 0.781
C -0.263 -0.190 0.426
C -1.095 -1.370 -0.091
N 0.015 0.572 -0.839
C -1.182 1.222 -1.490
C -0.434 2.386 -1.800
C 0.280 1.959 -0.711
O 0.743 2.501 0.417
H 1.637 -1.161 -0.023
H 1.609 0.018 1.271
H 0.940 -1.703 1.480
H -0.891 0.353 1.136
H -0.527 -2.172 -0.453
H -1.802 -1.130 -0.819
H -1.732 -1.570 0.752
H 0.566 0.180 -1.642
H -0.710 3.287 -2.369
H 0.821 3.443 0.509



Which of them is most stable, and which least? Most stable: arrangement w; least stable: arrangement x.



Arrangement w

47
Properties=species:S:1:pos:R:3 method="wB97M-V/def2-TZVPD" charge=-1 spin_multiplicity=1 homo_ev=-6.85 orbital_gap_ha=0.3377
O 0.238 -1.379 -0.347
H 0.973 -2.535 -3.525
H 0.574 -1.300 1.882
O 2.204 1.075 -1.708
H 1.818 0.435 -2.258
H -0.643 -1.818 -0.458
O -1.311 0.570 0.356
H -1.312 1.445 0.742
H -0.077 -0.579 0.138
O -3.107 -1.502 -0.823
H -3.141 -1.134 0.064
H -3.176 -0.768 -1.433
O 1.644 2.058 2.740
H 1.887 2.607 1.994
H -4.587 0.519 -1.387
O -2.338 -3.955 -1.903
H -2.005 -3.366 -1.210
H -3.207 -3.489 -1.852
O 2.620 -1.392 4.710
H 2.495 -1.043 3.836
H 2.927 -2.294 4.486
O -2.126 0.634 -1.985
H -1.695 0.595 -0.903
H -1.883 -0.111 -2.479
O 4.922 1.268 1.750
H 5.009 1.347 2.693
O 1.679 3.663 -0.469
H 1.076 4.354 -0.159
H 1.978 3.576 -1.365
O 0.236 -2.185 2.206
H -0.658 -2.134 1.915
H 0.850 1.611 2.432
O -5.523 0.523 -1.620
H -3.901 0.045 5.025
H -5.775 1.237 -2.175
O 2.806 -1.068 1.389
H 2.080 -1.698 1.162
H 2.641 -0.125 1.213
O 1.143 -1.565 -3.767
H 0.705 1.729 -5.065
H 0.285 -1.189 -3.579
O 0.941 2.606 -4.757
H 1.415 2.425 -3.978
H 3.874 1.274 1.679
O -3.694 0.562 4.237
H 1.646 1.250 -0.944
H -3.124 -0.046 3.734



Arrangement x

47
Properties=species:S:1:pos:R:3 method="wB97M-V/def2-TZVPD" charge=-1 spin_multiplicity=1 homo_ev=-7.20 orbital_gap_ha=0.3484
O 3.294 3.143 -2.674
H 2.707 -0.106 -1.274
H -0.599 3.670 -0.642
O -1.175 -0.049 4.933
H 2.445 3.338 -2.236
H 3.142 2.359 -3.201
O -1.980 -0.074 -1.292
H -1.369 0.267 4.042
H 1.525 -1.246 -5.263
O -1.509 3.550 -0.891
H -1.321 4.115 3.178
H -1.980 2.998 -0.290
O -2.072 4.244 3.764
H 0.111 -1.877 -5.391
H 3.065 -3.471 -1.661
O -3.849 -1.443 -2.435
H -2.926 -1.504 -2.695
H -3.712 -1.817 -1.558
O 1.312 -3.996 0.631
H 0.497 -3.590 0.358
H 1.730 -4.457 -0.106
O -1.301 -1.077 1.054
H -0.592 -1.622 1.389
H -2.498 0.675 -1.551
O -1.380 1.104 2.192
H -2.094 1.374 1.607
O 1.085 -1.233 -0.388
H 0.751 -1.961 0.129
H 0.338 -0.624 -0.375
O 0.898 -1.847 -4.855
H -1.742 -0.251 -0.359
H -1.906 3.677 4.521
O 3.382 -3.842 -0.850
H 1.401 2.228 -1.065
H 3.138 -3.320 -0.082
O -2.175 -3.467 0.159
H -1.308 -3.751 -0.042
H -2.071 -2.516 0.431
O 2.882 0.664 -0.750
H 1.583 2.325 2.917
H 2.756 0.351 0.151
O 1.295 2.057 2.042
H 0.390 1.702 2.151
H -1.331 0.070 1.785
O 1.262 3.154 -0.792
H -1.565 -0.894 5.147
H 1.466 2.967 0.137



Which of them is most stable, and which least? Most stable: arrangement x; least stable: arrangement w.



Arrangement w

13
Properties=species:S:1:pos:R:3 method="wB97M-V/def2-TZVPD" spin_multiplicity=1 homo_ev=-8.01 orbital_gap_ha=0.3107
C 0.770 0.240 0.585
C -0.469 -0.477 0.120
C -0.819 -1.723 0.437
I 0.100 -2.771 1.883
N -1.260 0.377 -0.635
C -2.479 0.149 -1.125
C -3.407 0.111 -1.857
F -4.534 -0.315 -2.295
H 0.401 0.804 1.340
H 1.456 -0.484 0.954
H 1.180 0.695 -0.383
H -1.850 -1.988 0.296
H -0.936 1.270 -0.498



Arrangement x

13
Properties=species:S:1:pos:R:3 method="wB97M-V/def2-TZVPD" smiles=Cc1[nH]cc(F)c1I spin_multiplicity=1 homo_ev=-7.55 orbital_gap_ha=0.3002
C -0.663 1.775 0.308
C -0.327 0.365 0.180
N -0.830 -0.769 0.610
C -0.121 -1.818 0.220
C 0.969 -1.439 -0.542
F 1.823 -2.263 -1.117
C 1.084 -0.093 -0.575
I 2.349 1.143 -1.602
H -1.051 1.927 1.331
H 0.274 2.438 0.143
H -1.333 2.333 -0.457
H -1.710 -0.717 1.000
H -0.463 -2.882 0.503



Which of them is most stable, and which least? Most stable: arrangement x; least stable: arrangement w.



Arrangement w

29
Properties=species:S:1:pos:R:3 method="wB97M-V/def2-TZVPD" smiles="CC1(C)C=C1C#N.Cc1ccccc1" spin_multiplicity=1 homo_ev=-9.08 orbital_gap_ha=0.3435
C -0.518 -1.742 -0.478
C -1.357 -1.072 -1.481
C -2.082 -2.083 -2.366
C -0.883 0.204 -2.120
C -1.959 0.337 -1.330
C -2.763 1.272 -0.671
N -3.546 1.856 -0.030
H -1.057 -1.959 0.515
H 0.412 -1.050 -0.253
H -0.199 -2.733 -0.814
H -2.891 -1.586 -2.878
H -2.573 -2.815 -1.697
H -1.504 -2.515 -3.199
H -0.114 0.726 -2.448
C 1.126 -0.503 2.995
C 1.375 0.297 1.763
C 2.469 0.267 0.920
C 2.597 1.191 -0.144
C 1.667 2.228 -0.265
C 0.589 2.224 0.584
C 0.461 1.374 1.622
H 0.216 -1.065 2.589
H 2.018 -1.019 3.409
H 0.662 0.080 3.790
H 3.200 -0.567 0.841
H 3.303 1.275 -0.964
H 1.792 3.008 -0.966
H -0.117 3.068 0.772
H -0.322 1.303 2.306



Arrangement x

29
Properties=species:S:1:pos:R:3 method="wB97M-V/def2-TZVPD" smiles=CN(C)Cc1cccc2ccccc12 spin_multiplicity=1 homo_ev=-8.02 orbital_gap_ha=0.2996
C 0.895 0.843 2.756
N 0.233 -0.400 2.964
C 1.296 -1.481 2.908
C -0.830 -0.633 1.957
C -0.436 -0.681 0.409
C 0.006 -1.950 -0.060
C 0.598 -2.125 -1.238
C 0.667 -1.176 -2.247
C 0.075 0.132 -1.864
C 0.034 1.086 -2.937
C -0.712 2.198 -2.653
C -1.165 2.433 -1.365
C -0.826 1.670 -0.165
C -0.380 0.436 -0.460
H 1.469 0.770 1.815
H 0.263 1.725 2.650
H 1.656 0.824 3.542
H 1.957 -1.304 3.768
H 0.941 -2.395 3.012
H 1.890 -1.541 2.027
H -1.786 -0.021 2.298
H -1.356 -1.668 1.972
H 0.133 -2.742 0.683
H 0.452 -3.157 -1.759
H 0.792 -1.475 -3.342
H 0.475 0.983 -3.847
H -1.004 2.788 -3.560
H -1.606 3.405 -1.126
H -1.235 2.087 0.875



Which of them is most stable, and which least? Most stable: arrangement x; least stable: arrangement w.